The following is a DFT calculation (ωB97M-V/def2-TZVPD) of C41H58N5O7P3Rb as an isolated structure.

```
! RIJCOSX wB97M-V def2-TZVPD def2/J DEFGRID3
* xyz -1 1
Rb -1.03 0.51 1.40
N 3.26 -0.30 2.54
C 3.00 -0.34 3.99
C 2.34 0.95 4.49
O 2.97 1.66 5.31
N 1.17 1.15 3.91
C 0.56 2.44 4.24
C -0.09 2.93 2.96
O -1.26 2.63 2.70
O 0.68 3.60 2.15
H 4.12 0.23 2.39
H 2.54 0.34 2.19
H 3.93 -0.51 4.54
H 2.32 -1.18 4.20
H 1.30 3.16 4.59
H -0.22 2.33 5.00
C 0.16 3.50 -2.45
N 1.05 2.61 -1.71
P 1.20 1.05 -2.25
C 1.69 1.32 -4.02
C 0.85 1.28 -5.13
C 1.33 1.57 -6.40
C 2.67 1.91 -6.58
C 3.52 1.96 -5.48
C 3.03 1.66 -4.22
C -0.47 0.30 -2.54
C -1.68 0.83 -2.10
C -2.88 0.19 -2.37
C -2.89 -1.01 -3.07
C -1.68 -1.56 -3.50
C -0.49 -0.92 -3.22
P 0.93 3.05 0.26
C 1.24 4.85 -0.11
C 0.47 5.85 0.49
C 0.70 7.19 0.22
C 1.71 7.56 -0.66
C 2.48 6.57 -1.27
C 2.24 5.24 -1.00
C 2.75 2.70 0.66
C 3.61 2.02 -0.21
C 4.95 1.83 0.08
C 5.49 2.32 1.26
C 4.66 2.99 2.14
C 3.32 3.18 1.85
H -0.39 2.98 -3.24
H 0.71 4.33 -2.92
H -0.59 3.96 -1.79
H -0.19 1.01 -5.00
H 0.66 1.54 -7.25
H 3.04 2.15 -7.57
H 4.56 2.22 -5.61
H 3.70 1.70 -3.36
H -1.68 1.76 -1.54
H -3.80 0.60 -2.00
H -3.82 -1.52 -3.26
H -1.68 -2.50 -4.04
H 0.45 -1.36 -3.56
H -0.31 5.56 1.19
H 0.10 7.95 0.70
H 1.90 8.61 -0.87
H 3.26 6.85 -1.97
H 2.83 4.47 -1.49
H 3.22 1.63 -1.14
H 5.58 1.30 -0.63
H 6.54 2.17 1.49
H 5.04 3.36 3.09
H 2.69 3.69 2.56
N 2.20 -4.35 0.48
C 2.71 -3.42 -0.59
C 1.70 -2.28 -0.72
N 1.44 -1.65 0.54
C 1.07 -2.54 1.62
C 2.10 -3.64 1.81
H 2.77 -5.19 0.54
H 1.25 -4.63 0.22
H 2.83 -3.99 -1.51
H 3.68 -3.05 -0.25
H 0.76 -2.68 -1.12
H 2.07 -1.55 -1.43
H 2.21 -1.06 0.86
H 0.09 -2.97 1.42
H 0.98 -1.97 2.54
H 1.80 -4.38 2.56
H 3.09 -3.24 2.04
C -3.11 -5.07 1.01
C -3.17 -4.38 -0.35
C -1.79 -4.34 -0.99
C -4.15 -5.11 -1.26
O -3.69 -3.05 -0.25
P -3.19 -1.94 0.82
O -3.72 -0.62 0.37
O -1.73 -2.11 1.08
O -3.92 -2.42 2.18
C -5.27 -2.09 2.55
C -5.34 -0.63 2.98
C -5.58 -3.01 3.72
C -6.23 -2.36 1.39
H -2.71 -6.08 0.89
H -4.10 -5.13 1.46
H -2.47 -4.51 1.70
H -1.36 -5.35 -1.02
H -1.15 -3.66 -0.42
H -1.85 -3.95 -2.01
H -3.81 -6.12 -1.47
H -4.25 -4.56 -2.20
H -5.14 -5.16 -0.79
H -4.59 -0.44 3.75
H -6.33 -0.41 3.38
H -5.14 0.02 2.13
H -4.86 -2.85 4.52
H -5.52 -4.06 3.41
H -6.59 -2.82 4.10
H -5.96 -1.76 0.52
H -7.24 -2.11 1.69
H -6.20 -3.41 1.11
*
```

Properties
frontier orbital gap = 5.07 eV
strongest force on any atom = 0.0183 hartree/bohr
E_tot = -93769.294 eV

=====

The following is a DFT calculation (ωB97M-V/def2-TZVPD) of C10H16CuN2PSe as an isolated structure.

```
! RIJCOSX wB97M-V def2-TZVPD def2/J DEFGRID3
* xyz -1 2
C -0.12 0.02 -3.41
C -0.91 -0.81 -4.35
C -0.43 -2.15 -4.29
C 0.70 -2.14 -3.38
C 0.89 -0.82 -2.81
Cu 0.41 1.09 -0.63
P -0.32 3.04 -0.50
H -0.21 1.14 -3.20
H -1.77 -0.45 -4.89
H -0.86 -3.04 -4.80
H 1.78 -0.42 -2.19
H 1.28 -2.96 -2.96
H -1.51 3.17 0.29
H -0.79 3.49 -1.79
H 0.49 4.16 -0.05
C -2.24 0.59 2.11
N -0.95 0.16 2.56
C -0.30 0.59 3.72
C 0.95 0.05 3.68
N 1.05 -0.70 2.51
C 2.26 -1.35 2.07
C -0.08 -0.52 1.75
Se -0.30 -1.14 0.04
H -2.97 0.59 2.94
H -2.61 -0.11 1.33
H -2.18 1.61 1.69
H -0.76 1.27 4.39
H 1.81 0.19 4.34
H 3.04 -0.60 1.90
H 2.62 -2.08 2.82
H 2.04 -1.89 1.14
*
```

Properties
frontier orbital gap (spin up / spin down) = 2.75 / 4.96 eV
strongest force on any atom = 0.0510 hartree/bohr
E_tot = -132880.330 eV

=====

The following is a DFT calculation (ωB97M-V/def2-TZVPD) of an isolated ion of composition C3H5N2 and charge +1.

```
! RIJCOSX wB97M-V def2-TZVPD def2/J DEFGRID3
* xyz 1 1
C -0.98 -0.87 0.39
C 0.40 -1.21 -0.11
C -0.52 1.07 -0.10
N -1.55 0.21 0.31
N 0.74 0.20 0.17
H 1.06 -1.91 0.34
H 0.27 -1.33 -1.19
H -0.46 1.29 -1.12
H -0.57 2.17 0.62
H 1.60 0.39 0.69
*
```

Properties
ΔE to the lowest compared entry with this formula, charge and spin = 148.3 kcal/mol
frontier orbital gap (spin up / spin down) = 7.62 / 7.63 eV
strongest force on any atom = 0.1305 hartree/bohr
E_tot = -6159.461 eV
structure (SMILES) = C1#[N+]CNC1

=====

The following is a DFT calculation (ωB97M-V/def2-TZVPD) of C53H48N7PPt as an isolated structure.

```
! RIJCOSX wB97M-V def2-TZVPD def2/J DEFGRID3
* xyz 4 5
Pt 0.01 0.02 0.43
C 3.13 0.19 -4.21
N 2.88 0.11 -2.77
C 1.67 -0.07 -2.18
N 1.79 -0.19 -0.85
C 3.12 -0.08 -0.56
C 3.83 0.09 -1.77
C 5.25 0.18 -1.96
C 5.82 1.02 -2.95
C 7.18 1.09 -3.09
C 8.01 0.30 -2.28
C 7.47 -0.55 -1.31
C 6.11 -0.61 -1.14
C 3.67 -0.10 0.78
C 3.27 -1.09 1.69
C 3.87 -1.17 2.92
C 4.84 -0.23 3.29
C 5.22 0.78 2.41
C 4.65 0.84 1.15
P 0.09 -0.09 -3.13
C -0.69 1.29 -2.27
N -0.68 1.46 -0.95
C -1.38 2.58 -0.65
C -1.82 3.14 -1.85
N -1.38 2.31 -2.84
C -1.56 2.53 -4.28
C -2.59 4.37 -2.07
C -2.17 5.55 -1.46
C -2.89 6.72 -1.65
C -4.03 6.71 -2.44
C -4.46 5.53 -3.04
C -3.74 4.36 -2.86
C -1.55 3.06 0.73
C -2.81 3.39 1.21
C -2.95 3.86 2.51
C -1.83 4.01 3.32
C -0.57 3.67 2.84
C -0.43 3.20 1.55
C -0.72 -1.46 -2.19
N -0.94 -1.45 -0.87
C -1.69 -2.55 -0.57
C -1.92 -3.27 -1.77
N -1.27 -2.55 -2.76
C -1.30 -2.83 -4.21
C -2.70 -4.45 -1.96
C -2.33 -5.45 -2.89
C -3.09 -6.58 -3.03
C -4.27 -6.73 -2.27
C -4.66 -5.75 -1.36
C -3.89 -4.63 -1.19
C -2.14 -2.87 0.77
C -2.07 -4.19 1.25
C -2.55 -4.49 2.51
C -3.15 -3.50 3.28
C -3.22 -2.19 2.81
C -2.71 -1.87 1.56
H 2.36 -0.37 -4.74
H 4.09 -0.26 -4.43
H 3.12 1.22 -4.55
H 5.18 1.66 -3.56
H 7.62 1.77 -3.81
H 9.09 0.35 -2.41
H 8.12 -1.17 -0.72
H 5.68 -1.31 -0.43
H 2.54 -1.83 1.39
H 3.61 -1.97 3.60
H 5.31 -0.30 4.26
H 5.95 1.51 2.71
H 4.92 1.63 0.47
H -1.65 3.60 -4.45
H -2.46 2.03 -4.64
H -0.69 2.16 -4.82
H -1.27 5.56 -0.85
H -2.56 7.64 -1.18
H -4.59 7.62 -2.59
H -5.35 5.53 -3.65
H -4.09 3.44 -3.31
H -3.68 3.30 0.57
H -3.93 4.13 2.89
H -1.94 4.40 4.33
H 0.31 3.82 3.47
H 0.56 2.99 1.15
H -2.23 -3.35 -4.45
H -0.45 -3.44 -4.50
H -1.28 -1.89 -4.75
H -1.40 -5.37 -3.45
H -2.79 -7.37 -3.71
H -4.88 -7.61 -2.41
H -5.59 -5.86 -0.81
H -4.22 -3.84 -0.53
H -1.60 -4.96 0.65
H -2.48 -5.50 2.89
H -3.56 -3.74 4.25
H -3.71 -1.42 3.40
H -2.80 -0.86 1.18
C 1.19 -1.14 5.69
C 0.07 -0.23 5.16
C -1.31 -0.74 5.58
C 0.29 1.22 5.63
C 0.13 -0.24 3.69
N 0.18 -0.25 2.54
H 1.13 -1.14 6.78
H 2.17 -0.78 5.40
H 1.06 -2.17 5.35
H -1.36 -0.74 6.67
H -1.48 -1.76 5.23
H -2.11 -0.09 5.21
H 0.24 1.24 6.71
H -0.49 1.88 5.24
H 1.26 1.60 5.32
*
```

Properties
ΔE to the lowest compared entry with this formula, charge and spin = 1.3 kcal/mol
frontier orbital gap (spin up / spin down) = 6.94 / 3.54 eV
strongest force on any atom = 0.0107 hartree/bohr
E_tot = -78669.900 eV

=====

The following is a DFT calculation (ωB97M-V/def2-TZVPD) of C46H37GdN2O2S5Sb as an isolated structure.

```
! RIJCOSX wB97M-V def2-TZVPD def2/J DEFGRID3
* xyz 0 7
Gd 1.06 0.32 -0.04
S -3.85 2.22 -2.95
Sb -2.34 3.50 -1.83
S -0.51 1.67 -1.90
S 1.11 2.72 -1.12
C -2.26 7.19 5.16
C -2.05 5.99 4.27
C -3.05 5.56 3.40
C -2.86 4.46 2.57
C -1.66 3.77 2.63
C -0.65 4.19 3.47
C -0.85 5.30 4.29
S -1.41 2.36 1.57
O -0.91 0.65 -0.71
C -2.72 1.29 2.11
C -3.70 0.92 1.16
C -4.71 0.07 1.52
C -4.78 -0.46 2.83
C -5.80 -1.36 3.21
C -5.83 -1.91 4.46
C -4.83 -1.58 5.40
C -3.83 -0.71 5.07
C -3.78 -0.11 3.78
C -2.75 0.79 3.39
C -1.65 1.12 4.35
C -1.88 1.93 5.51
C -3.15 2.52 5.75
C -3.34 3.31 6.84
C -2.28 3.55 7.75
C -1.05 3.00 7.53
C -0.81 2.19 6.39
C 0.48 1.67 6.12
C 0.70 0.94 4.99
C -0.38 0.68 4.12
S -0.04 -0.21 2.61
O 1.27 0.42 2.10
C 0.42 -1.78 3.29
C 1.73 -2.09 3.59
C 2.01 -3.34 4.10
C 1.01 -4.28 4.31
C 1.33 -5.66 4.83
C -0.31 -3.94 4.00
C -0.61 -2.70 3.48
H -3.30 7.51 5.17
H -1.66 8.04 4.82
H -1.95 6.97 6.18
H -3.99 6.10 3.36
H -3.64 4.14 1.90
H 0.29 3.65 3.51
H -0.06 5.62 4.96
H -3.65 1.31 0.15
H -5.46 -0.21 0.79
H -6.56 -1.62 2.48
H -6.62 -2.59 4.74
H -4.84 -2.03 6.38
H -3.06 -0.46 5.80
H -3.95 2.34 5.05
H -4.31 3.77 7.01
H -2.45 4.16 8.63
H -0.23 3.19 8.22
H 1.29 1.88 6.80
H 1.69 0.57 4.76
H 2.52 -1.37 3.40
H 3.04 -3.60 4.33
H 2.35 -5.71 5.21
H 1.24 -6.40 4.03
H 0.65 -5.95 5.62
H -1.10 -4.66 4.15
H -1.64 -2.43 3.23
C -0.13 -1.85 -2.48
N 0.61 -1.74 -1.23
C 1.34 -2.73 -0.86
C 2.41 -2.54 0.08
C 3.22 -3.49 0.70
C 4.21 -2.77 1.37
C 3.96 -1.42 1.10
N 2.87 -1.26 0.33
C 0.45 -0.89 -3.51
C -0.35 -0.46 -4.56
C 0.15 0.43 -5.50
C 1.45 0.91 -5.38
C 2.25 0.50 -4.33
C 1.75 -0.40 -3.39
H -1.18 -1.61 -2.32
H -0.06 -2.87 -2.87
H 1.23 -3.70 -1.33
H 3.08 -4.56 0.67
H 5.03 -3.16 1.95
H 4.53 -0.56 1.43
H -1.38 -0.79 -4.62
H -0.49 0.77 -6.30
H 1.84 1.62 -6.11
H 3.26 0.87 -4.23
H 2.39 -0.75 -2.59
*
```

Properties
frontier orbital gap (spin up / spin down) = 5.22 / 6.57 eV
strongest force on any atom = 0.0333 hartree/bohr
E_tot = -136926.111 eV